[1]
The following is a DFT calculation (ωB97M-V/def2-TZVPD) of C9H27N6NaO8Pb as an isolated structure.

Geometry as ORCA input:
```
! wB97M-V def2-TZVPD RIJCOSX def2/J DEFGRID3
* xyz 2 1
Na 0.01 -2.76 -0.67
Pb -1.86 -2.57 -4.13
N -0.87 -0.06 -1.56
O -1.18 1.08 -1.87
O -1.33 -1.06 -2.27
O -0.19 -0.30 -0.58
C 2.47 -0.89 -1.69
O 2.18 -1.91 -0.75
C 2.73 -1.60 0.56
C 2.51 -2.81 1.48
N 1.08 -2.94 1.84
C 0.65 -1.95 2.85
C -0.87 -1.86 3.04
O -1.35 -2.72 4.03
C -2.75 -2.93 4.04
H 3.55 -0.79 -1.81
H 2.20 0.08 -1.29
H 2.00 -1.20 -2.63
H 2.29 -0.72 1.03
H 3.81 -1.46 0.52
H 3.10 -2.76 2.40
H 2.87 -3.72 0.99
H 0.87 -3.88 2.15
H 1.11 -1.00 2.62
H 1.06 -2.23 3.82
H -1.37 -2.01 2.07
H -1.07 -0.83 3.36
H -2.94 -3.60 4.87
H -3.01 -3.47 3.12
H -3.27 -1.97 4.03
C -4.55 2.56 -1.69
O -5.75 2.70 -1.86
N -3.69 3.62 -1.56
N -3.87 1.40 -1.90
H -4.01 4.55 -1.34
H -2.73 3.43 -1.31
H -2.85 1.42 -1.97
H -4.43 0.58 -2.04
C 3.14 1.92 1.16
O 3.91 1.51 0.30
N 3.44 2.87 2.08
N 1.79 1.81 0.97
H 2.83 3.14 2.83
H 4.37 3.26 2.09
H 1.49 1.26 0.18
H 1.00 2.02 1.55
C -0.61 3.13 -4.61
O 0.29 2.01 -4.59
H -1.58 2.77 -4.93
H -0.52 3.69 -3.68
H -0.26 3.72 -5.46
H 0.13 1.49 -3.81
*
```

For the HOMO energy, the calculation gives -14.0 eV. The gap between HOMO and LUMO is 2.40 eV. The electronic energy is -1643.94782 Ha. The LUMO energy comes out at -11.651 eV.

[2]
The following is a DFT calculation (ωB97M-V/def2-TZVPD) of C5H8O2 as an isolated structure.

Geometry as ORCA input:
```
! wB97M-V def2-TZVPD RIJCOSX def2/J DEFGRID3
* xyz 0 1
O -2.01 0.62 0.79
C -0.86 0.15 0.45
C -0.77 -1.00 -0.53
C 0.50 -0.48 -1.22
C 1.47 -0.24 -0.06
C 0.44 0.87 0.20
O 0.24 0.96 -1.25
H -1.64 1.17 1.62
H -0.52 0.87 2.41
H -0.66 -1.98 -0.05
H -1.66 -1.01 -1.17
H 0.79 -0.90 -2.19
H 1.64 -1.03 0.68
H 2.41 0.20 -0.41
H 0.62 1.80 0.72
*
```

For the HOMO energy (spin up / spin down), the calculation gives -7.7 / -7.7 eV. The gap between HOMO and LUMO (spin up / spin down) is 7.46 / 7.45 eV. The electronic energy is -345.58349 Ha. The LUMO energy (spin up / spin down) comes out at -0.271 / -0.272 eV.

[3]
The following is a DFT calculation (ωB97M-V/def2-TZVPD) of C27H37BrCrNO4Te as an isolated structure.

Geometry as ORCA input:
```
! wB97M-V def2-TZVPD RIJCOSX def2/J DEFGRID3
* xyz 0 4
Cr 0.82 0.96 -0.59
C 2.67 -1.39 6.10
C 1.58 -0.31 6.10
C 2.18 1.01 6.60
C 0.50 -0.74 7.10
C 1.03 -0.13 4.69
C 1.88 0.26 3.66
C 1.38 0.43 2.38
Br 2.58 0.96 1.00
C 0.03 0.23 2.02
O -0.35 0.42 0.78
C -0.82 -0.16 3.07
C -0.30 -0.33 4.36
C -2.32 -0.43 2.88
C -2.63 -1.88 3.28
C -2.85 -0.24 1.46
C -3.12 0.52 3.79
H 3.04 -1.56 7.11
H 3.52 -1.11 5.48
H 2.28 -2.34 5.72
H 2.54 0.91 7.63
H 1.43 1.81 6.58
H 3.02 1.33 5.99
H 0.93 -0.86 8.09
H 0.05 -1.70 6.82
H -0.30 0.00 7.17
H 2.93 0.44 3.83
H -0.99 -0.63 5.13
H -2.04 -2.58 2.68
H -3.68 -2.11 3.12
H -2.42 -2.08 4.33
H -2.37 -0.92 0.75
H -2.72 0.79 1.11
H -3.92 -0.45 1.43
H -2.91 0.36 4.85
H -4.19 0.38 3.64
H -2.88 1.56 3.56
O 1.17 2.49 -1.02
O -1.42 -0.98 -2.82
C -1.47 0.21 -2.42
O -0.66 0.91 -1.81
C -2.76 0.93 -2.83
N -3.59 -0.09 -3.59
C -3.89 0.44 -4.95
C -3.73 1.95 -4.79
C -2.55 2.06 -3.83
H -3.35 1.24 -1.97
H -4.39 -0.39 -3.04
H -2.90 -0.89 -3.58
H -4.88 0.13 -5.25
H -3.14 0.03 -5.63
H -4.63 2.37 -4.33
H -3.57 2.45 -5.74
H -2.50 3.03 -3.34
H -1.61 1.93 -4.38
C 3.26 -1.97 -3.61
Te 2.23 -0.72 -2.20
C 2.25 0.75 -3.75
C 2.96 0.15 -4.93
C 3.14 0.88 -6.10
C 3.79 0.33 -7.20
C 4.27 -0.97 -7.13
C 4.10 -1.71 -5.97
C 3.44 -1.16 -4.87
H 2.66 -2.86 -3.82
H 4.22 -2.25 -3.20
H 2.78 1.63 -3.40
H 1.23 1.01 -4.02
H 2.77 1.90 -6.16
H 3.92 0.91 -8.10
H 4.78 -1.41 -7.98
H 4.47 -2.73 -5.92
*
```

For the HOMO energy (spin up / spin down), the calculation gives -6.6 / -7.3 eV. The gap between HOMO and LUMO (spin up / spin down) is 6.39 / 7.08 eV. The expectation value of S² is 3.81. The electronic energy is -5293.22741 Ha. The LUMO energy (spin up / spin down) comes out at -0.230 / -0.231 eV.

[4]
The following is a DFT calculation (ωB97M-V/def2-TZVPD) of C19H18GeKN6S as an isolated structure.

Geometry as ORCA input:
```
! wB97M-V def2-TZVPD RIJCOSX def2/J DEFGRID3
* xyz 0 2
K -2.48 1.06 -1.49
C 0.39 2.21 1.68
Ge 0.03 0.80 0.27
C -0.13 -0.88 1.38
C 0.94 -1.22 2.20
C 0.92 -2.38 2.95
C -0.18 -3.22 2.88
C -1.25 -2.90 2.07
C -1.22 -1.73 1.33
C 1.75 0.62 -0.73
C 2.74 1.56 -0.58
C 3.92 1.52 -1.34
C 4.09 0.56 -2.30
C 3.09 -0.41 -2.51
C 3.22 -1.38 -3.53
C 2.24 -2.30 -3.74
C 1.09 -2.31 -2.93
C 0.94 -1.38 -1.94
C 1.92 -0.39 -1.71
H 1.28 1.98 2.27
H -0.46 2.28 2.36
H 0.53 3.19 1.22
H 1.81 -0.57 2.24
H 1.76 -2.63 3.58
H -0.19 -4.14 3.47
H -2.10 -3.56 2.01
H -2.07 -1.47 0.70
H 2.62 2.36 0.14
H 4.69 2.27 -1.17
H 4.98 0.53 -2.91
H 4.12 -1.36 -4.14
H 2.33 -3.02 -4.54
H 0.32 -3.05 -3.11
H 0.06 -1.39 -1.31
N -4.88 1.50 3.82
N -4.50 1.95 2.61
N -4.43 3.22 2.33
C -3.95 3.20 1.10
N -3.75 1.96 0.67
N -4.10 1.17 1.64
H -5.57 2.10 4.26
H -5.13 0.51 3.81
H -3.77 4.08 0.52
S 0.38 0.03 -5.56
C -0.63 0.39 -4.39
N -1.38 0.66 -3.53
*
```

For the HOMO energy (spin up / spin down), the calculation gives -6.8 / -6.8 eV. The gap between HOMO and LUMO (spin up / spin down) is 6.58 / 4.98 eV. The expectation value of S² is 0.75. The electronic energy is -4138.30924 Ha. The LUMO energy (spin up / spin down) comes out at -0.196 / -1.794 eV.